1.
88
Properties=species:S:1:pos:R:3:forces:R:3:mulliken_charge:R:1 method="wB97M-V/def2-TZVPD" lumo_energy_ev="-5.765 / -7.404" gap_ev="7.6650 / 6.0924" spin_multiplicity=4 charge=+2 e_above_lowest_kj_mol=0.0
Tc -0.38541 0.11779 0.31468 0.4 -0.6 -0.6 0.72
Cl -7.28093 1.06804 1.74438 0.0 0.0 0.0 -0.17
C -5.73540 0.86243 1.01821 0.0 0.0 0.0 0.27
C -4.59131 1.00943 1.78923 -0.1 0.0 -0.1 -1.03
C -3.38328 0.82372 1.15483 0.1 0.0 0.0 1.02
Cl -1.88652 1.07224 2.06899 -0.2 0.1 0.1 -0.13
C -3.22391 0.49626 -0.18824 -0.1 0.1 0.0 -0.53
O -2.02220 0.32589 -0.75603 0.0 -0.1 0.0 -0.40
C -4.40726 0.38982 -0.92749 0.0 0.0 0.0 0.29
Cl -4.31363 0.07180 -2.62310 0.1 0.0 0.0 -0.17
C -5.64545 0.56391 -0.33466 0.0 0.0 0.0 -0.69
H -4.65152 1.26302 2.83747 0.0 0.0 0.0 0.54
H -6.54179 0.47335 -0.93162 0.0 0.0 0.0 0.49
C -2.52853 -5.17027 -2.65368 0.0 0.0 0.0 -1.24
C -2.12422 -4.68843 -1.31496 0.0 0.0 0.0 0.97
N -1.91843 -5.41383 -0.25934 0.0 0.0 0.0 -0.84
N -1.57135 -4.52932 0.69992 0.0 0.0 -0.1 0.39
C -1.56385 -3.26571 0.27276 0.3 -0.1 0.0 0.13
S -1.15631 -1.96716 1.32179 -0.3 0.2 0.0 -0.30
N -1.93050 -3.35518 -1.01494 0.0 0.1 0.0 0.48
N -2.01499 -2.32842 -1.96589 -0.2 -0.1 0.1 -0.53
H -2.51330 -6.25652 -2.65184 0.0 0.0 0.0 0.37
H -1.84351 -4.79996 -3.41661 0.0 0.0 0.0 0.23
H -3.53817 -4.83809 -2.90165 0.0 0.0 0.0 0.34
H -1.32796 -4.84874 1.62457 0.0 0.0 0.0 0.15
H -2.90906 -2.43690 -2.43918 0.0 0.0 0.0 0.46
H -2.06790 -1.43279 -1.47609 0.2 0.0 -0.1 -0.30
O 1.52013 -2.44748 0.06273 0.0 0.0 0.1 -0.67
S 2.03364 -1.57781 -0.95885 0.0 0.4 0.0 1.73
O 3.24950 -0.85553 -0.71752 0.0 -0.1 0.1 -0.82
N 0.81027 -0.43974 -1.22060 -0.3 -0.3 0.4 1.62
C 1.10709 0.60994 -2.12309 0.1 0.4 -0.3 0.16
C 1.74576 0.49261 -3.33780 -0.2 0.0 0.2 -0.19
C 1.99865 1.62939 -4.12989 0.0 0.2 0.0 -1.06
C 1.62338 2.88002 -3.72726 0.0 -0.1 0.0 -0.96
C 0.97449 3.04464 -2.48052 0.1 0.0 -0.1 0.57
C 0.57602 4.29474 -1.96697 0.0 0.0 0.0 -0.54
C -0.01943 4.36967 -0.73507 0.0 0.0 0.0 -1.25
C -0.23118 3.19197 -0.01269 0.1 0.1 0.0 -0.15
N 0.13066 2.00556 -0.47096 0.0 0.1 0.2 0.74
C 0.72973 1.90679 -1.69257 0.1 -0.2 -0.2 -0.25
C 2.21237 -2.48949 -2.44851 0.0 -0.1 0.0 -0.82
C 3.50479 -2.83788 -2.82041 0.0 0.0 0.0 -0.37
C 3.67895 -3.63284 -3.94403 0.0 0.0 0.0 -0.79
C 2.57957 -4.05059 -4.67939 0.0 0.0 0.0 -0.56
C 1.29476 -3.68248 -4.29601 0.0 0.0 0.0 -0.93
C 1.09974 -2.90317 -3.16732 0.0 -0.1 0.0 0.29
H 2.06246 -0.46886 -3.70803 0.0 0.0 0.0 0.37
H 2.50112 1.49480 -5.07758 0.0 0.0 0.0 0.48
H 1.81642 3.74767 -4.34357 0.0 0.0 0.0 0.46
H 0.74776 5.18850 -2.55347 0.0 0.0 0.0 0.48
H -0.33269 5.31298 -0.31267 0.0 0.0 0.0 0.48
H -0.70531 3.22096 0.95858 0.0 0.0 0.0 0.58
H 4.35237 -2.48591 -2.24939 0.0 0.0 0.0 0.55
H 4.67678 -3.91730 -4.24832 0.0 0.0 0.0 0.44
H 2.72336 -4.66091 -5.56061 0.0 0.0 0.0 0.43
H 0.44447 -3.99917 -4.88552 0.0 0.0 0.0 0.45
H 0.10484 -2.60094 -2.86742 0.0 0.0 0.0 0.62
O 1.09823 0.19463 1.64601 0.1 0.1 0.2 -0.24
S 1.73904 -0.81851 2.66561 0.0 -0.1 -0.2 0.44
C 1.22935 -0.15460 4.26546 -0.1 0.0 0.1 -1.32
C 1.75913 1.19716 4.64149 0.0 0.0 0.0 0.13
C 2.60485 1.31241 5.73961 0.0 0.0 0.0 -0.44
C 3.10303 2.55221 6.11458 0.0 0.0 0.0 -0.73
C 2.76503 3.68397 5.38918 0.0 0.0 0.0 -0.53
C 1.91738 3.57665 4.29434 0.0 0.0 0.0 -0.70
C 1.41162 2.34089 3.92475 0.0 0.0 0.0 0.51
C 3.47646 -0.38314 2.59087 0.0 0.0 0.0 -0.84
C 4.22437 -1.29680 3.52585 0.0 0.1 0.0 0.17
C 4.96657 -0.76150 4.57339 0.0 0.0 0.0 -0.43
C 5.67029 -1.60034 5.42530 0.0 0.0 0.0 -0.74
C 5.62301 -2.97475 5.24179 0.0 0.0 0.0 -0.46
C 4.88313 -3.51191 4.19697 0.0 0.0 0.0 -0.82
C 4.18788 -2.67597 3.33699 0.0 0.0 0.0 -0.03
H 1.53354 -0.92841 4.97409 0.0 0.0 0.0 0.66
H 0.13746 -0.18862 4.20054 0.0 0.0 0.0 0.55
H 2.87441 0.42895 6.30554 0.0 0.0 0.0 0.50
H 3.75322 2.63234 6.97515 0.0 0.0 0.0 0.43
H 3.15285 4.65026 5.68120 0.0 0.0 0.0 0.43
H 1.64553 4.46145 3.73406 0.0 0.0 0.0 0.44
H 0.74946 2.26487 3.07170 0.0 0.0 0.0 0.11
H 3.56634 0.67010 2.85664 0.0 0.0 0.0 0.50
H 3.73508 -0.52570 1.54226 0.0 0.0 -0.1 0.49
H 5.00812 0.31164 4.71123 0.0 0.0 0.0 0.52
H 6.25958 -1.17979 6.22886 0.0 0.0 0.0 0.42
H 6.17079 -3.62767 5.90749 0.0 0.0 0.0 0.41
H 4.85827 -4.58228 4.04459 0.0 0.0 0.0 0.42
H 3.63142 -3.09797 2.50666 0.0 0.0 0.0 0.49

2.
80
Properties=species:S:1:pos:R:3:forces:R:3:mulliken_charge:R:1 method="wB97M-V/def2-TZVPD" lumo_energy_ev="-8.859 / -11.173" gap_ev="7.2366 / 5.6238" spin_multiplicity=5 charge=+3 e_above_lowest_kj_mol=21.3
Os -0.37100 -0.58069 -0.16535 -0.5 -0.2 -0.2 1.60
C -1.26775 3.33640 -2.70386 0.0 0.0 0.0 -1.05
C 0.02627 2.67997 -2.98524 0.1 0.0 -0.1 0.68
N 0.78163 3.13537 -3.97185 0.0 -0.2 0.2 -0.50
C 1.92074 2.51464 -4.22877 0.0 -0.1 0.1 -0.74
C 2.41285 1.35180 -3.53470 0.0 0.3 -0.4 0.25
C 3.71665 0.77912 -4.02250 0.0 0.0 0.0 -0.84
O 3.70602 -0.62908 -3.87621 0.0 0.0 0.0 -0.44
C 1.68641 0.87319 -2.47282 0.0 -0.3 0.3 -0.10
C 2.26797 -0.13965 -1.57933 0.0 0.2 -0.2 -0.23
N 1.67167 -0.73254 -0.61274 0.2 -0.2 0.2 -0.04
C 2.46518 -1.60015 0.22570 -0.1 0.2 -0.2 -0.30
C 3.34849 -2.52002 -0.31874 0.0 0.0 0.0 0.05
C 4.13457 -3.29472 0.52404 0.0 0.0 0.0 -1.02
C 4.05982 -3.12943 1.89902 0.0 0.0 0.0 -0.71
C 3.17170 -2.21130 2.45075 0.0 -0.1 0.0 -0.45
C 2.36629 -1.47225 1.60471 0.0 0.0 0.1 0.17
I 0.99225 -0.11562 2.40548 -0.1 0.1 0.0 0.27
C 0.45249 1.53294 -2.16754 -0.1 0.2 0.1 0.80
O -0.32094 1.21307 -1.20914 0.0 0.1 -0.1 -0.62
H -1.56484 3.93889 -3.55780 0.0 0.0 0.0 0.43
H -1.14682 4.00304 -1.84103 0.0 0.0 0.0 0.32
H -2.04113 2.61490 -2.44471 0.0 0.0 0.0 0.16
H 2.52621 2.94954 -5.01843 0.0 -0.1 0.0 0.44
H 4.53463 1.23915 -3.45072 0.0 0.0 0.0 0.37
H 3.85469 1.07438 -5.06443 0.0 0.0 0.0 0.54
H 4.35582 -1.01090 -4.47764 0.0 0.0 0.0 0.32
H 3.32081 -0.35646 -1.71965 0.0 0.0 0.0 1.06
H 3.41516 -2.62679 -1.39549 0.0 0.0 0.0 0.63
H 4.81381 -4.02321 0.10243 0.0 0.0 0.0 0.47
H 4.69428 -3.71249 2.55272 0.0 0.0 0.0 0.47
H 3.12038 -2.07698 3.52283 0.0 0.0 0.0 0.50
N -2.52402 -2.60636 -0.35181 -0.2 -0.1 -0.3 0.15
P -2.75355 -0.93902 -0.32930 0.7 -0.5 0.9 0.87
C -4.41663 -0.58220 -0.82978 0.2 0.3 -0.3 0.62
C -5.43834 -1.05978 -0.00304 -0.1 0.0 0.0 -0.52
C -6.75262 -0.84761 -0.38079 0.0 0.0 0.0 -0.77
C -7.03906 -0.15485 -1.55430 0.0 0.0 0.0 -0.56
C -6.01857 0.32334 -2.36448 0.0 0.0 0.0 -0.78
C -4.69665 0.11108 -2.00644 0.0 -0.1 0.0 -0.29
C -2.54504 -0.44646 1.39689 -0.4 0.1 0.1 0.51
C -2.56704 -1.35926 2.46406 0.1 0.0 0.0 -0.56
C -2.60825 -0.88815 3.76182 0.1 0.0 0.0 -0.73
C -2.60781 0.48528 4.00665 0.0 0.0 0.0 -0.58
C -2.55092 1.39828 2.95622 0.1 0.0 0.0 -0.79
C -2.51270 0.93856 1.65099 0.0 0.0 0.1 -0.15
P -0.85890 -2.92087 -0.32167 -0.7 0.4 -0.6 -0.20
C -0.69790 -4.47328 0.51882 0.4 0.2 0.2 0.33
C -0.05692 -4.58006 1.75098 0.0 0.0 0.0 -0.07
C -0.01038 -5.81246 2.38587 0.0 0.0 0.0 -0.85
C -0.60001 -6.91799 1.78938 0.0 0.0 0.0 -0.54
C -1.23609 -6.80671 0.55540 0.0 0.0 0.0 -0.83
C -1.28355 -5.58559 -0.09455 0.1 -0.1 0.1 -0.50
C -0.28872 -3.11366 -2.01937 0.2 -0.1 0.0 0.71
C -0.82740 -2.32879 -3.04461 -0.1 -0.1 -0.1 -0.54
C -0.26972 -2.36847 -4.31472 0.0 0.0 0.0 -0.82
C 0.83604 -3.17212 -4.56104 0.0 0.0 0.0 -0.64
C 1.37842 -3.94882 -3.54370 0.0 0.0 0.0 -0.73
C 0.82261 -3.92046 -2.27309 0.0 0.0 0.0 -0.77
H -3.24788 -3.30017 -0.49966 0.0 0.0 0.1 0.35
H -5.21840 -1.57927 0.92300 0.0 0.0 0.0 0.38
H -7.55554 -1.21640 0.24274 0.0 0.0 0.0 0.44
H -8.06995 0.01742 -1.83375 0.0 0.0 0.0 0.44
H -6.25149 0.85716 -3.27566 0.0 0.0 0.0 0.45
H -3.89765 0.47896 -2.63935 0.0 0.0 0.0 0.30
H -2.55813 -2.42510 2.26766 -0.1 0.0 0.0 0.51
H -2.64502 -1.58294 4.59039 0.0 0.0 0.0 0.49
H -2.65466 0.84642 5.02615 0.0 0.0 0.0 0.46
H -2.54938 2.46064 3.16028 0.0 0.0 0.0 0.48
H -2.47396 1.64428 0.82660 -0.1 0.0 0.0 0.40
H 0.40162 -3.71142 2.21184 0.0 0.0 0.0 0.37
H 0.48037 -5.90894 3.34491 0.0 0.0 0.0 0.48
H -0.56277 -7.87870 2.28577 0.0 0.0 0.0 0.44
H -1.69131 -7.67500 0.09858 0.0 0.0 0.0 0.46
H -1.75606 -5.50966 -1.06785 0.0 0.0 0.0 0.45
H -1.72078 -1.73784 -2.87781 0.0 0.0 0.0 0.52
H -0.71277 -1.79392 -5.11773 0.0 0.0 0.0 0.55
H 1.25813 -3.21644 -5.55651 0.0 0.0 0.0 0.49
H 2.22670 -4.59032 -3.74518 0.0 0.0 0.0 0.49
H 1.23337 -4.54624 -1.48911 0.0 0.0 0.0 0.60